Formula: C45H108O27P6
Source: the Open Molecules 2025 dataset
Level of theory: wB97M-V/def2-TZVPD

Each line ends with the Mulliken charge.
Element x y z (Å)
H (-4.58225, 2.60718, -0.81621)  0.222
O (-2.94878, 3.44285, -2.88782)  -0.524
C (6.58436, -4.29780, -0.79971)  -1.166
H (-2.43204, -0.37083, 2.20229)  -0.541
O (-2.95413, -3.54751, -0.05405)  -0.222
O (5.62502, -4.38949, 1.46211)  -0.450
C (-3.00415, -3.02001, 4.72561)  0.522
H (-1.66311, 2.41201, -4.38267)  0.120
H (0.12269, -0.23694, 7.40243)  0.427
C (-5.84265, 7.18999, -3.05109)  -1.282
C (5.82224, -6.24670, -5.38660)  -1.202
H (0.82129, -0.52156, 1.27320)  -0.663
H (5.05242, 3.31536, -2.96722)  0.350
H (5.94879, -6.16287, -6.45668)  0.405
C (-4.97827, -2.27893, -0.34343)  -0.884
H (5.78253, -6.00884, 0.20288)  0.353
C (0.06571, -3.31058, 2.08418)  0.896
H (-3.86145, 7.29741, -2.13686)  -0.095
O (4.11643, -6.05954, -3.73665)  -0.277
C (-0.00414, -0.03306, 4.40603)  0.438
H (-6.63030, -0.83570, 6.65944)  0.326
H (-0.78217, -1.74979, 7.32809)  0.321
O (0.52475, 2.32337, -0.23891)  -0.305
H (1.33598, -3.62729, -2.04062)  0.366
H (0.65651, -6.06754, -1.36018)  0.046
H (2.24672, -2.08839, -4.17041)  0.360
H (-1.96643, -3.28483, 4.73410)  0.137
H (-2.35370, 8.92620, 1.47845)  0.417
H (-0.88277, 5.44659, -0.32402)  0.304
H (-0.91426, -0.41817, 3.86165)  -0.418
O (-5.00388, -0.24518, 5.61773)  -0.288
H (-6.64345, 3.40809, 0.01174)  0.347
O (2.71091, -6.11036, -1.66479)  -0.022
H (2.38322, -8.17728, 0.11450)  0.367
C (3.57154, 2.70546, -7.27466)  -0.241
H (-1.77261, 2.15034, 2.71354)  0.262
O (1.59516, 1.85827, -4.98499)  -0.302
C (-4.25127, -3.28216, 0.49446)  0.723
H (2.31815, 1.52260, 2.48934)  0.254
H (3.82893, -2.75282, 6.16572)  0.376
C (1.62966, 2.12679, 1.85890)  -1.664
H (-2.35903, 0.90308, -2.79338)  0.388
H (-1.23842, 3.94822, -1.12942)  -0.303
P (-3.48801, 4.68951, -2.39676)  0.229
H (1.38687, -1.16144, -2.94359)  -0.083
C (4.21833, -2.60347, 4.11449)  0.531
H (-3.27218, -3.48512, 6.89144)  0.341
O (0.40990, -2.19919, 5.03667)  -0.616
H (0.85088, 2.52371, 2.42096)  0.440
C (4.49040, -5.66472, -5.09637)  -0.185
H (-3.83990, 0.06770, 1.55441)  0.592
H (5.46928, 1.66119, -7.80715)  0.316
H (-1.47044, 1.27183, -1.48617)  -0.393
O (-4.83086, 4.58788, -1.39709)  -0.382
H (-1.18257, -1.34193, -2.10827)  0.375
C (-2.01803, -0.90239, -1.57377)  -1.433
O (-5.13998, -1.76604, 3.46962)  -0.848
C (-6.43808, -0.21868, 5.77474)  -0.308
C (4.46628, 1.82426, -8.18114)  -1.200
H (-2.24351, 1.93905, 1.05437)  -0.423
H (0.93275, -5.21384, 2.63240)  0.447
H (-4.63393, 6.71789, 1.13836)  0.173
C (-4.03698, 6.44327, 2.06940)  -1.112
C (5.98595, -0.51781, 1.18263)  -0.598
H (-4.74831, -3.36479, 6.00288)  0.250
O (3.54450, 1.84633, -3.41579)  0.047
H (2.60550, -2.84205, -1.24213)  -0.306
O (2.79603, 4.04450, -4.40290)  -0.748
O (6.34298, -1.89870, 1.16758)  -0.383
H (-0.75479, 3.53104, -5.43445)  0.341
H (-3.40140, -3.34054, 3.77480)  -0.108
P (-1.59329, -2.78974, 0.11304)  -1.825
C (4.65433, -2.90826, 5.49846)  -1.456
C (-3.66622, -3.66029, 5.91666)  -1.485
H (4.20268, -0.58231, -0.19869)  -0.485
H (-6.85036, 1.89578, 5.12324)  0.205
C (-0.29847, 5.51347, -2.36082)  -1.245
C (4.44120, 2.52455, -2.45641)  -0.543
H (-3.62622, 3.78570, 0.05721)  -0.029
O (-1.22315, -2.81139, 1.68012)  1.215
H (5.19473, 0.94766, -0.00217)  0.436
H (3.70465, -6.07654, -5.74508)  0.313
H (-0.28417, 6.60829, -2.39842)  0.331
H (5.20403, 1.81256, -2.19048)  0.432
O (-3.95272, 5.63034, -3.53032)  -0.423
H (4.57788, -4.78509, -0.26392)  -0.126
H (0.81448, -3.15458, 1.30396)  0.075
H (-4.85622, -4.20966, 0.38546)  0.364
H (0.67369, 3.10850, -3.57703)  -0.150
H (2.54649, 2.53377, -7.58806)  0.275
C (-0.81314, 2.54080, -5.06761)  -1.408
H (3.83293, -1.55867, 4.01281)  -0.004
H (4.45071, -4.59427, -5.10019)  0.268
H (-6.86972, -0.72815, 4.89721)  0.320
H (3.15281, -1.15114, -2.96861)  0.273
H (4.29803, 3.77070, -0.73506)  0.480
H (5.35070, -0.34360, 2.10871)  0.123
P (5.16230, -2.86678, 1.65528)  -0.360
C (1.03705, 1.56482, 0.54331)  0.929
H (0.28214, -2.69349, 2.97909)  -0.557
H (-1.48890, -0.33223, 6.59433)  0.237
H (-3.48857, 2.49594, 2.19550)  0.034
H (-5.03895, -2.55823, -1.42220)  0.322
H (1.25556, -7.52718, -2.12305)  0.371
C (2.26301, -3.06153, -2.21863)  0.676
H (4.46716, 2.32091, -9.19570)  0.341
C (-0.55590, -0.84342, 6.77674)  -1.353
H (-0.75283, 1.83115, -5.86723)  0.480
H (-4.19156, 7.21361, 2.84710)  0.445
O (3.27167, -3.94118, -2.79138)  -0.185
C (0.36552, 2.27072, -4.20939)  1.462
H (-6.04181, 8.24488, -3.26099)  0.418
C (-2.27338, 0.57065, -1.74999)  0.358
H (6.71283, -4.79453, -1.74483)  0.358
H (-6.71903, 1.68921, 6.91402)  0.261
H (-6.01485, -2.15376, 0.16289)  0.319
H (6.40517, -3.26199, -1.00639)  0.182
H (-4.49716, -1.33075, -0.41098)  -0.117
C (1.16898, 0.03960, 0.36016)  2.348
H (-4.28261, -2.97805, 1.55798)  -0.510
O (1.64931, -5.50279, -4.05990)  -0.820
H (-0.17644, 1.03346, 4.69291)  0.463
O (3.85463, -2.43022, 1.18849)  1.029
C (0.03769, -1.10589, 5.43381)  0.805
H (3.80323, 3.75581, -7.36598)  0.333
O (-0.60976, -3.39783, -0.75511)  -0.884
C (-4.58220, 3.60677, -0.36349)  0.537
H (5.79638, -7.32062, -5.09974)  0.286
H (-3.69650, 7.59213, -3.74029)  0.440
C (5.56456, -4.93085, 0.14707)  0.203
H (5.52171, -2.35105, 5.86327)  0.334
C (-5.75875, 3.66730, 0.66155)  -1.519
H (7.57327, -4.32677, -0.39732)  0.410
H (0.19998, 1.43410, -3.53371)  -0.515
C (2.26823, -1.80200, -3.07397)  -0.994
C (-1.19577, 5.03934, -1.26765)  0.431
H (-6.16594, 6.66921, -3.89309)  0.346
H (2.05856, -6.63663, 0.76106)  0.143
H (6.97145, -0.02920, 1.30652)  0.397
H (-1.44969, 8.07530, 0.26929)  0.260
O (5.31908, -2.78953, 3.23736)  -0.420
P (2.92957, 2.64049, -4.70419)  0.490
O (-2.53783, 5.49652, -1.43761)  0.580
H (0.78676, -0.24850, 3.70364)  -0.367
O (-3.09181, -1.58203, 4.76970)  0.553
C (-4.33149, 6.99340, -3.03788)  0.098
O (-1.83684, -1.27356, -0.13691)  1.598
C (0.00222, -4.79575, 2.33203)  -1.192
H (0.63803, -0.26893, -0.49604)  -0.512
C (-3.14866, 0.41595, 2.28486)  1.022
H (-0.68776, 5.19790, -3.30993)  0.261
H (-5.74164, 3.10542, 1.57015)  0.339
H (-3.61608, -4.74348, 5.83064)  0.410
H (-8.18764, 1.07254, 6.12329)  0.358
H (0.67576, -7.65391, 0.47741)  0.363
H (2.14468, 3.02405, 1.62747)  0.432
P (-4.39815, -0.88392, 4.29891)  0.253
H (-0.69399, -5.05189, 3.13345)  0.177
H (5.76131, -0.18447, -1.02191)  0.330
H (-2.95415, -1.40531, -1.97344)  0.520
H (-4.24085, 5.47591, 2.44638)  0.227
C (-7.09038, 1.17971, 5.94762)  -1.047
O (-1.69232, 6.00647, 1.86268)  -0.588
H (-3.17060, 0.84278, -1.27646)  -0.105
P (2.77556, -5.45073, -3.12952)  0.825
H (-5.82941, 4.75793, 0.83880)  0.306
H (-6.28522, 6.93309, -2.11456)  0.232
C (5.21449, -0.11584, -0.03849)  -0.134
O (3.82405, 2.19728, -5.93305)  -0.151
H (-3.30240, 8.11564, 0.16626)  0.163
H (3.13073, 2.30101, -0.71380)  -0.123
H (2.19848, -0.29096, 0.27801)  -1.141
H (-0.26808, -5.37480, 1.36414)  0.147
O (-3.83068, 0.39674, 3.57249)  -0.487
C (1.47458, -6.80664, -1.35537)  0.072
C (3.66561, 3.09643, -1.29977)  -0.434
H (5.06898, -3.93622, 5.49634)  0.336
C (1.67197, -7.35324, 0.05115)  -1.134
C (-2.63486, 6.73541, 1.60920)  1.046
H (0.76585, 5.20945, -2.18589)  0.187
H (2.99140, 3.81163, -1.74343)  0.108
C (-2.40061, 8.01099, 0.83147)  -1.012
C (-2.59864, 1.83299, 2.08152)  -0.197
H (4.00719, 0.84564, -8.28866)  0.308
H (3.39277, -3.17865, 3.84596)  0.144
H (6.68120, -5.65049, -4.94253)  0.249

Output
- Spin multiplicity: 1
- Max |F|: 3.96 eV Å⁻¹
- LUMO: 0.5 eV
- HOMO: -9.70 eV
- Kohn-Sham gap: 10.159 eV